No. 1
90
Properties=species:S:1:pos:R:3 method="wB97M-V/def2-TZVPD" total_energy_ha=-3501.98585 largest_force_ev_per_a=2.82 charge=+1
C 4.05137 3.18338 3.40798
H -4.05609 0.71147 0.31267
C 2.90607 2.41499 3.54547
C 3.61767 -2.42974 2.71626
O 2.24607 3.39676 -1.50347
H 2.73786 -0.19628 0.31110
C 0.15414 -3.74614 -0.51175
C -1.28088 -5.73745 -0.47974
C -0.12782 -6.54726 -0.46009
C 1.41999 -2.82770 3.57973
H 0.06992 -0.97358 -2.77443
H 0.76704 -3.05313 4.41249
H 4.66956 2.62796 0.13241
C 2.65233 0.85500 0.08376
C -0.56203 6.63835 -0.00046
C 4.17556 2.55405 1.09347
H 2.37557 2.38412 4.48753
Au 0.50639 0.85455 -0.17890
C -1.17588 -4.29991 -0.56502
C 1.68713 -1.21490 -4.15070
H 2.23407 -4.18925 -0.45650
P -1.47214 2.11609 -0.32057
C 0.45628 5.80216 -0.35856
C 0.19937 4.40764 -0.55915
H 1.13208 -0.80337 -4.98387
I -2.67687 -1.57811 -1.14208
C 2.44554 1.67518 2.47033
C 3.09299 -2.25682 1.44165
C 1.72047 -2.34665 1.22700
C -2.51010 1.94605 1.15977
C -2.38385 1.69995 -4.22335
C 1.23627 -4.60113 -0.49445
H -2.32862 2.82373 4.43168
C 0.89330 -2.63640 2.31619
C -3.91057 1.67461 3.55069
C -2.43784 -3.62550 -0.68629
H -0.35562 7.68746 0.15906
H 3.47473 -1.54194 -5.29343
C 2.99806 -1.63279 -4.32670
C -2.71304 2.37648 3.52493
H -0.17949 -2.70862 2.16402
H -1.08572 3.06901 2.32208
C 3.69583 -2.15533 -3.25041
C 1.11061 -5.99123 -0.49713
H -4.46535 1.58152 4.47430
H -2.55637 -7.45831 -0.33242
C -3.63568 -4.28119 -0.60516
C -3.76154 1.85314 -4.29521
H 1.99937 -6.60781 -0.49292
H 3.18177 1.09108 -0.83527
C -1.86044 6.15188 0.16272
C 3.09133 -2.28136 -2.00712
H 3.78390 -2.06045 0.63534
C -3.68643 1.20272 1.20138
H 3.20303 -2.83668 4.77774
C 1.77807 -1.86012 -1.81807
H -4.44746 2.39253 -1.02754
P 0.75602 -1.97357 -0.29552
H 1.46758 6.16584 -0.48348
H -5.56455 2.22202 -3.20227
H 5.57997 3.84733 2.06299
C 1.27555 3.69930 -1.02688
C 4.67973 3.25689 2.17344
H -2.66455 6.83274 0.40437
C -4.49132 2.09944 -3.14171
H 4.43411 3.73609 4.25465
H -4.55818 -3.72495 -0.69172
H -1.80888 1.52831 -5.12330
C 1.08923 -1.31599 -2.90568
H -4.65321 -6.16221 -0.36551
C -3.85834 2.18698 -1.91097
C -3.69389 -5.66917 -0.43719
C -1.74948 1.75572 -2.99463
H -5.32543 0.54267 2.40737
C -4.39138 1.08815 2.39052
Cl 0.99645 0.73106 2.68810
C -2.10898 4.79642 0.02946
H -3.10737 4.41083 0.18913
C -1.10116 3.90194 -0.29336
C -2.53751 -6.37890 -0.41031
H -0.25427 -7.62138 -0.41202
C -2.48179 1.99118 -1.82848
C 3.06815 1.70040 1.21245
H -4.26469 1.77739 -5.24953
H -0.67717 1.60219 -2.92343
C -2.01645 2.51321 2.33803
H 4.72399 -2.46969 -3.37393
H 4.68546 -2.33659 2.86576
H 3.67066 -2.71250 -1.20396
C 2.78776 -2.71391 3.78659

No. 2
13
Properties=species:S:1:pos:R:3 method="wB97M-V/def2-TZVPD" total_energy_ha=-704.58103 e_above_lowest_kcal_mol=33.5 largest_force_ev_per_a=3.44 charge=+1 smiles="N/C=[NH+]/[C@@H](N)Cl"
C 1.03193 0.76337 0.35467
N 0.43234 -0.52620 0.40035
C -0.78206 -0.76673 -0.07666
H 2.04176 0.62720 -0.05697
H 0.88698 -1.25318 0.92641
H 0.09204 2.72032 -0.11770
H -0.68700 -2.81319 0.04959
N -0.03556 1.81858 -0.58495
Cl 1.21979 1.41080 2.01953
H -2.07490 -2.06525 -0.63652
H -1.24834 -0.09092 -0.74271
H 0.40644 2.13711 -1.48840
N -1.28341 -1.96191 -0.04663

No. 3
14
Properties=species:S:1:pos:R:3 method="wB97M-V/def2-TZVPD" total_energy_ha=-759.03119 e_above_lowest_kcal_mol=16.2 largest_force_ev_per_a=1.67
H 2.38757 -2.02023 0.54418
N -0.26960 1.63656 0.26276
S 2.16819 0.04931 -0.10821
H -0.03588 0.75549 -1.58452
H -0.41888 -1.54467 -0.72373
C -0.11102 0.55013 -0.52571
H -1.84117 -0.64527 -0.20254
H -0.28797 1.45721 1.25747
H -0.52282 -0.93896 0.93569
H 0.27723 2.45235 0.02904
C -0.75705 -0.72052 -0.10357
O 3.01163 -0.40805 -1.19438
O 2.10346 -1.22230 0.99332
O 2.57159 1.22555 0.63223

No. 4
61
Properties=species:S:1:pos:R:3 method="wB97M-V/def2-TZVPD" total_energy_ha=-3434.13812 e_above_lowest_kcal_mol=25.0 largest_force_ev_per_a=2.88 charge=+2 multiplicity=5
C -2.74573 4.42640 -1.43577
H -3.30116 1.13698 -1.36877
H -2.13145 4.40420 -2.35637
H 3.31729 3.28939 0.77349
N 0.99709 -0.55108 0.25897
N 0.66278 -4.23493 0.83055
H 1.48154 -3.63345 0.86443
C -0.59499 -7.67078 1.46778
H -1.28554 -6.07148 0.05879
H 2.98867 0.70595 -4.05414
H -0.40927 3.30615 0.56068
C 3.22756 2.22459 0.93154
H 3.18714 -1.52919 1.73028
C 0.32356 -8.04765 2.44970
H 2.08727 -7.45976 3.59949
H 5.20366 -0.29859 2.21347
C -0.25444 -2.42151 -0.12713
H 1.41938 2.60339 -4.52942
N -3.43392 3.05925 1.02634
S 0.79466 0.73278 -3.16724
C -2.53674 1.95720 0.94862
C 1.34552 -7.19918 2.83480
H -4.98128 2.24850 -0.06415
C 2.16744 0.06471 0.70517
C 2.19443 1.44195 0.51295
N -0.33360 -3.73659 0.23651
C -0.48257 -6.37208 0.84421
H 2.72663 -0.37761 -2.66957
H -1.99494 4.13653 1.92550
H 5.17581 2.25987 1.83294
H 1.22066 1.88585 0.22074
C 4.34751 1.61885 1.52929
H 0.88513 3.14688 -2.88967
H -2.15209 2.01564 -2.38599
H -1.85326 1.94813 1.82548
C -2.76507 2.01732 -1.48651
C 0.65499 2.48906 -3.74338
H -1.43456 -8.39308 1.34269
H -3.11250 5.18134 1.29115
C -1.01682 3.30658 -0.34067
H -3.10697 1.04061 0.96333
H 0.25301 -8.94519 3.01606
H -5.01085 4.01621 -0.08719
C 4.37161 0.21168 1.68252
H -0.34746 2.62823 -4.10861
H 2.99576 1.50421 -2.47733
C 2.55432 0.60990 -3.08436
C -2.61764 4.25648 1.05501
H 2.24520 -5.26574 2.61623
N -1.69720 1.95048 -0.32429
N -3.57520 3.15809 -1.37136
Co -0.29430 0.43995 -0.94117
C 0.53943 -5.54374 1.33454
C -4.32271 3.14681 -0.12059
S -1.37546 -1.58422 -1.13454
N 0.95360 -1.79111 0.24031
H -0.53728 3.34574 -1.31277
H -3.48655 5.28483 -1.48007
C 3.29135 -0.55075 1.31241
N -1.87461 4.40429 -0.24927
C 1.45316 -5.92726 2.27440

No. 5
190
Properties=species:S:1:pos:R:3 method="wB97M-V/def2-TZVPD" total_energy_ha=-7235.90857 largest_force_ev_per_a=7.44
H 4.34518 -7.46691 -2.65098
H 7.37035 -5.08030 3.48499
O -9.65631 -2.70340 -0.66379
H 1.15564 6.85536 -2.71537
H -2.17519 -0.79670 1.52450
H 0.55770 10.73850 7.01389
H -1.02158 1.03564 -0.48540
H 0.07998 1.80798 7.34471
H 3.80293 -1.16858 -7.74179
O 4.71456 -10.09506 -1.55463
H 1.56480 6.66656 -4.51537
H 2.66014 -7.74518 -0.50597
H 3.33168 -9.00786 0.53075
C -0.02973 9.83885 6.83045
C -12.66977 -3.35544 0.85369
H 8.23752 -0.53362 -4.20396
H -0.09745 1.16158 9.08253
H -2.64208 -7.84899 -6.47211
O 1.90690 0.69678 -6.64123
H 6.83931 -0.76814 4.76555
H 1.79299 8.19708 -3.68739
H 2.61765 -9.73616 -1.74044
O -0.52813 8.88011 -4.23194
H 8.60995 5.68751 4.71257
H -1.37930 -6.63393 -6.43693
H -11.18953 -1.57979 0.15720
H 0.68625 1.02707 -0.70341
H -7.74910 -2.98385 -6.58511
H -6.85072 2.42021 1.02659
C -3.89991 -6.55886 -4.36877
H -0.80485 8.57187 3.47474
H -9.24335 5.88039 1.86698
C 0.55116 1.52838 8.28700
H -1.57449 -2.81189 0.30894
C -6.81419 -0.98539 -6.24583
C 8.93910 -3.40078 3.71410
H 8.91756 -2.09373 5.38008
O 4.84622 -9.14798 -3.54064
H -3.04171 -7.51994 6.56851
O -0.88773 11.52431 4.86180
C 1.26257 2.70656 8.97511
H 10.48008 5.44979 3.01544
H -8.82709 -1.55465 -6.49244
H -0.43795 1.11068 1.83615
H -11.35548 -1.91296 -1.60128
H 7.42831 1.89590 -4.34757
C 9.87304 0.48616 -3.35331
C 2.01287 -2.21374 -8.50644
H -1.82829 6.55590 -5.00464
H -0.27435 -0.61740 -7.69761
H 7.81393 -4.54461 5.18569
C 8.72664 -2.03260 4.30867
H -6.78363 -0.81646 -5.16943
H 0.58874 3.52001 9.24411
H -0.15953 0.26352 -9.19978
O -5.49783 0.86771 -7.69723
C 8.52355 -0.18400 -3.21197
C 8.46608 6.02613 3.68654
C 2.00897 2.31043 10.27798
C -0.12066 0.49001 -0.20484
C -2.66285 -7.13551 5.62152
H 2.02389 1.23188 10.43488
C 0.37719 -0.42846 -8.55078
O 2.23035 3.17902 8.10556
H -4.49418 -7.47115 -4.31702
C 7.25427 -1.55110 4.13082
C 7.59412 0.81036 -2.52584
H -8.70587 -0.00088 -8.55241
H 8.98641 -3.29606 2.63017
H -4.07931 -6.06906 -5.32586
C -1.86062 -7.41498 -5.84837
H 1.25500 8.10397 7.32164
H 2.97029 -8.31591 -3.49168
C -8.50398 3.99013 1.15496
H 0.93217 -1.55584 -10.22376
H -4.01842 -5.84986 -3.54940
H -1.98083 6.76764 -3.23175
O 7.86182 5.05162 2.83332
O -5.37140 3.67300 3.12044
H -7.33187 0.18313 -9.62551
H 1.21854 0.67171 8.19307
C -10.97642 -2.28239 -0.64843
H 7.09454 -1.23018 3.10145
O 0.77642 -1.86204 -1.45080
H -12.17007 -3.99272 -1.16772
C -9.45890 -3.89643 -0.08628
H 0.62414 9.27218 3.98384
O -7.81467 1.46783 -6.68076
H 1.78000 9.04657 5.90842
C -7.66629 -0.29184 -8.70320
S -6.84458 0.54864 -7.25805
H -5.23835 -6.57066 6.27482
C -8.32080 5.50070 1.42786
O 4.36371 3.79711 8.22339
H 1.68466 2.87441 11.15253
O -1.63986 -1.18229 -1.78284
H -2.23952 -6.16341 5.87433
H -12.19540 -2.71909 1.60077
H -8.21247 6.02243 0.47697
C -7.87660 -1.93781 -6.86375
O 6.44134 6.75392 2.87009
O 6.22493 -10.88203 -3.00555
S -5.84909 4.47836 1.98100
C 9.90542 6.36481 3.15896
O 9.99732 2.80517 -2.03002
O 5.40314 -3.09022 3.02316
H -5.90183 -1.53778 -6.47067
C 5.29762 -10.16088 -2.78190
O -3.65290 -7.93075 3.70331
H -9.20238 3.68629 0.37521
H 0.79378 7.06969 4.90017
H -8.96296 3.53203 2.03108
O -4.88447 5.13424 1.09438
O 3.31685 2.79589 9.98694
H 4.37953 -7.79920 -0.18580
C -3.86715 -6.90341 4.66926
C 7.69565 -4.27004 4.13750
H 0.77826 -0.17138 1.81226
H -3.74013 -5.94071 4.17411
H 8.11774 7.96137 2.95430
H -0.66177 7.26130 5.78343
C 7.58495 7.20954 3.53652
H 0.07411 -2.54216 0.84321
O 5.90770 4.76525 1.84255
C 0.71014 -1.73038 -9.17098
C 7.75900 2.06411 -3.32265
H 9.78987 6.71730 2.13402
H 8.54883 -1.10345 -2.62710
H -6.70969 -2.30657 -8.60940
H 7.34903 7.61390 4.52086
S -1.14111 10.16460 5.37037
C -0.26797 7.70986 -4.06846
O 2.18780 1.54427 -8.97068
O -10.62570 -4.37358 0.19323
H -0.07466 -2.48257 -9.09105
C -7.65722 -1.80171 -8.42118
C 0.91493 8.68170 6.46217
H -6.71989 3.67710 -0.13142
C -1.11127 -1.00687 1.63404
C 3.40760 3.28060 8.73422
O -1.81239 -7.94222 4.82489
O -8.36264 -4.40399 0.28312
H 9.41107 -1.27495 3.92707
H 9.87390 -3.85283 4.04561
H -0.66394 9.68493 7.70349
S 6.23532 -3.08924 4.21914
C -0.14277 0.18166 1.34840
H -6.74423 6.66174 2.39784
C -1.29236 6.58045 -4.05581
C 3.50426 -8.42161 -0.37182
H 6.59842 0.40145 -2.69753
C 3.57817 -9.23292 -1.62976
C -0.83125 -2.03881 0.50400
C -2.41768 -6.99508 -4.47686
C -5.25322 -7.01031 5.27753
H -0.85847 5.58473 -3.96425
H 7.47928 3.05578 -2.96705
H -8.31262 -2.38187 -9.07078
O 9.99233 2.86318 -4.57727
C 3.85470 -8.41703 -2.86264
S -0.41295 -1.18210 -0.97793
H -5.52851 -8.06359 5.33148
S 1.95534 0.44152 -8.04182
H -13.58923 -2.85520 0.54961
C -7.20163 5.67240 2.40617
C -7.01368 3.49069 0.90156
H 7.77729 0.89065 -1.45435
H -7.60667 5.44179 3.39150
H -5.92797 -6.51661 4.57819
O -1.76706 -7.08983 -3.43213
C -2.46237 -8.47968 3.78987
H 3.40774 -0.78608 -9.41821
C 2.98152 -1.02217 -8.44317
H -1.00814 -1.32660 2.67097
H 1.92962 -2.53846 -7.46927
H 2.38115 -3.12745 -8.97292
C -11.71004 -3.55148 -0.28354
C 0.17799 7.82885 5.38243
O -2.04442 -9.24920 2.94152
H 10.48591 7.09673 3.72058
H 10.57645 0.19421 -2.57351
O 5.57540 -3.15031 5.55406
S 9.59625 2.23319 -3.31473
C -0.29513 8.85555 4.39551
C 6.70523 5.48392 2.49882
C 1.18085 7.29555 -3.71221
H 10.29513 0.22327 -4.32327
O -2.39674 9.69206 5.85035
H -1.05096 -8.13016 -5.70314
H -12.93881 -4.23930 1.43206

No. 6
27
Properties=species:S:1:pos:R:3 method="wB97M-V/def2-TZVPD" total_energy_ha=-786.90025 largest_force_ev_per_a=7.13 charge=+2 multiplicity=2
H -2.81342 -11.97170 -10.13484
O -3.80785 -7.40252 -11.54182
H -3.01634 -7.69505 -19.04848
C -3.78040 -11.63796 -9.75847
H -6.51265 -10.63419 -11.06352
C -0.24381 -7.58686 -18.16974
O -5.60693 -8.73716 -10.77256
C -4.27722 -8.46609 -11.08306
H -2.18364 -8.86345 -19.86894
O -1.71142 -8.21759 -16.57373
H -6.05780 -10.29697 -9.41338
O -3.62025 -9.54430 -10.97026
H 0.63393 -8.15020 -18.48647
C -4.45775 -10.66141 -10.79015
C -0.91234 -7.33491 -15.99927
C -5.79299 -10.09153 -10.45057
O -1.08260 -6.88467 -14.84824
H -3.52008 -11.07103 -8.86464
C -1.28268 -8.60288 -17.88765
H -3.20967 -9.39809 -18.48971
H -0.82993 -9.59276 -17.83057
C -2.51363 -8.64243 -18.85387
H -0.56063 -6.83484 -18.89236
Rb -2.57777 -5.26185 -13.02779
O -0.03959 -6.96339 -16.86073
H -4.43684 -12.39336 -9.32654
H -4.56080 -11.15087 -11.75860

No. 7
15
Properties=species:S:1:pos:R:3 method="wB97M-V/def2-TZVPD" total_energy_ha=-450.15020 e_above_lowest_kcal_mol=86.9 largest_force_ev_per_a=4.79
H 1.41267 -1.32524 -1.44266
C -0.14796 0.90462 -0.01159
H -3.26791 0.29204 -0.56315
N -2.47774 2.09096 0.16665
N -1.26208 0.26752 -0.60635
H 1.56231 -1.18777 1.65054
H 0.01822 -1.44048 0.81503
O -0.30943 2.28657 -0.14198
C -2.41294 0.85914 -0.38204
C 0.97041 -0.91461 0.73006
N -1.47229 2.79615 0.18664
H 2.85779 -1.08682 -0.33476
C 1.84168 -1.47658 -0.41483
H 1.87574 -2.60715 -0.33713
N 0.81154 0.54164 0.68556

No. 8
18
Properties=species:S:1:pos:R:3 method="wB97M-V/def2-TZVPD" total_energy_ha=-377.23955 e_above_lowest_kcal_mol=130.1 largest_force_ev_per_a=5.68
H -0.46744 -1.78438 -0.23676
H -1.56209 0.55587 1.64179
H -2.44296 -1.17651 -1.08788
H 2.27258 1.28224 0.88579
N 1.56346 -1.42559 -0.67177
H -0.00423 -0.72390 2.15265
C -0.91497 -0.82406 0.09955
N -0.66023 1.63450 -0.64659
H -1.81135 0.52360 -0.85652
C 1.30699 -0.12764 -0.25320
H 0.75564 -1.88262 -1.21567
N -2.32102 -0.50921 -0.26426
C -0.09849 0.40980 0.01922
H 3.32154 -0.30527 0.43710
H -0.29533 2.39038 -0.10927
N 2.54777 0.52837 0.24663
C -0.78635 -0.21408 1.45216
H -0.40352 1.64852 -1.59296